Here is C5H7N3O as an isolated structure from the OMol25 dataset. Energies are from the ωB97M-V functional and the def2-TZVPD basis.

ORCA input file:
```
! wB97M-V def2-TZVPD RIJCOSX def2/J DEFGRID3
* xyz 0 1
C 0.10242 -0.67762 3.12221
C 0.18026 -1.21607 1.85219
C 1.02840 0.54601 -1.18838
C 0.11314 -0.12789 -0.29353
C -1.74924 -0.31994 -0.96989
N -0.00748 0.67288 3.03887
N -0.00545 0.98019 1.82117
N 0.09723 -0.20102 1.07990
O 1.06098 -0.82438 -0.94744
H 0.12180 -1.16758 4.15100
H 0.26752 -2.15184 1.48684
H 0.56789 1.02906 -2.06033
H 1.97017 0.92003 -0.68350
H -2.21380 0.68793 -1.06578
H -2.21397 -0.81724 -0.11906
H -1.68417 -1.04372 -1.91704
*
```

The energy above the lowest of the compared OMol25 structures with the same formula, charge and spin is 471.1 kJ/mol. The HOMO energy comes out at -9.35 eV. For the lowest unoccupied orbital energy, the calculation gives 0.03123 hartree. The orbital gap is 10.2 eV. Its electronic energy is -434.06487 hartree.

Löwdin population analysis, charges in e, atoms 1 to 4: -0.133, -0.071, -0.073, -0.397

Here is C5H7N3O as an isolated structure from the OMol25 dataset. Energies are from the ωB97M-V functional and the def2-TZVPD basis.

ORCA input file:
```
! wB97M-V def2-TZVPD RIJCOSX def2/J DEFGRID3
* xyz 0 1
C 2.01224 -0.68227 -0.08518
C -0.30233 -0.66416 0.88723
C -1.44151 -0.54505 -0.22645
C -1.18679 0.72256 -0.82449
C -0.81508 1.67972 0.40974
H 3.75588 -0.67993 -0.52635
H 1.73548 -2.00831 -0.00802
H -0.77226 -0.36109 1.84186
H 0.29293 -1.53415 0.93092
H -1.21822 0.91871 -1.85389
H -1.22206 1.42790 1.33484
H -1.09400 2.87310 0.43400
N 3.03551 -0.04598 -0.43578
N 0.78923 0.11359 0.62865
N 0.12218 1.07328 -0.28228
O -2.33817 -1.46090 -0.31158
*
```

The energy above the lowest of the compared OMol25 structures with the same formula, charge and spin is 688.1 kJ/mol. The HOMO energy comes out at -9.40 eV. For the lowest unoccupied orbital energy, the calculation gives 0.01575 hartree. The orbital gap is 9.8 eV. Its electronic energy is -433.98223 hartree.

Löwdin population analysis, charges in e, atoms 1 to 4: -0.158, -0.197, -0.266, -0.065

Here is one molecule with the formula C5H7N3O2 from the OMol25 dataset. Energies are from the ωB97M-V functional and the def2-TZVPD basis.

ORCA input file:
```
! wB97M-V def2-TZVPD RIJCOSX def2/J DEFGRID3
* xyz 0 1
C 0.36001 0.69800 -2.54152
C 0.45307 1.27126 -1.36042
C 0.36897 -1.27909 0.70703
C 0.65389 1.37963 0.98946
C -0.18162 0.09957 1.33805
N 0.76570 1.90420 -0.35161
N -0.48000 -2.24718 0.70482
N -1.60135 0.36675 0.95203
O -2.40936 -0.51553 1.34909
O -1.98322 1.27835 0.17063
H 1.12702 0.01410 -2.85737
H -0.59212 0.75613 -3.19999
H 0.16939 2.27538 1.60491
H 1.72330 1.33464 1.32718
H -0.14606 -0.16954 2.49141
H -0.33694 -3.17241 0.21941
H -1.32922 -2.25354 1.13303
*
```

The energy above the lowest of the compared OMol25 structures with the same formula, charge and spin is 736.9 kJ/mol. The HOMO energy comes out at -8.69 eV. For the lowest unoccupied orbital energy, the calculation gives -0.01615 hartree. The orbital gap is 8.2 eV. Its electronic energy is -509.21884 hartree.

Löwdin population analysis, charges in e, atoms 1 to 4: -0.001, -0.219, -0.022, -0.204

Here is one molecule with the formula C5H7N3O2 from the OMol25 dataset. Energies are from the ωB97M-V functional and the def2-TZVPD basis.

ORCA input file:
```
! wB97M-V def2-TZVPD RIJCOSX def2/J DEFGRID3
* xyz 0 1
N 0.52708 -2.34844 0.09307
N 0.39027 -1.06205 0.12192
C 1.28732 -0.18070 -0.10882
C 0.89298 1.24756 -0.05853
C -0.41426 1.63730 -0.08037
C -1.47627 0.72660 -0.31935
C -2.73272 0.86710 0.07825
N -3.61300 -0.23341 -0.01686
O -4.78556 -0.09725 0.37682
O -3.14745 -1.23052 -0.51429
H 1.28184 -2.73444 -0.35420
H -0.43789 -2.80017 -0.24674
H 2.36257 -0.44828 -0.19485
H 1.65224 1.90794 0.14818
H -0.69957 2.68249 0.05840
H -1.13000 -0.24482 -0.53905
H -3.18660 1.72160 0.78185
*
```

The energy above the lowest of the compared OMol25 structures with the same formula, charge and spin is 639.7 kJ/mol. The HOMO energy comes out at -8.62 eV. For the lowest unoccupied orbital energy, the calculation gives -0.02995 hartree. The orbital gap is 7.8 eV. Its structure (SMILES) is N/N=C/C=C\C=C\[N+](=O)[O-]. Its electronic energy is -509.25588 hartree.

Löwdin population analysis, charges in e, atoms 1 to 4: 0.033, -0.116, -0.137, -0.040

Here is a 2-piece molecular cluster, C5H7N3O2 overall from the OMol25 dataset. Energies are from the ωB97M-V functional and the def2-TZVPD basis.

ORCA input file:
```
! wB97M-V def2-TZVPD RIJCOSX def2/J DEFGRID3
* xyz 0 1
C 1.76287 0.39805 -2.20216
C 0.33555 0.15460 -1.86809
N -0.63770 0.32291 -2.71517
O -1.77579 -0.06736 -2.10265
N -1.53096 -0.46728 -0.84303
C -0.26071 -0.29328 -0.63789
C 0.41076 -0.55645 0.67341
C -0.51514 -0.96992 1.73644
N -1.15839 -1.55496 2.51211
H 2.18521 1.16188 -1.53496
H 2.34560 -0.52408 -2.07191
H 1.85410 0.73632 -3.24018
H 1.17345 -1.34018 0.54664
H 0.94119 0.34900 1.00631
O -2.02696 1.10261 3.58017
H -1.13210 1.44432 3.41923
H -1.97097 0.10382 3.74172
*
```

The energy above the lowest of the compared OMol25 structures with the same formula, charge and spin is 308.3 kJ/mol. The HOMO energy comes out at -10.98 eV. For the lowest unoccupied orbital energy, the calculation gives 0.00798 hartree. The orbital gap is 11.2 eV. Its structure (SMILES) is Cc1nonc1CC#N.O. Its electronic energy is -509.38210 hartree.

Löwdin population analysis, charges in e, atoms 1 to 4: -0.020, -0.292, 0.122, -0.052

Here is a 2-piece molecular cluster, C5H7N3O3 overall from the OMol25 dataset. Energies are from the ωB97M-V functional and the def2-TZVPD basis.

ORCA input file:
```
! wB97M-V def2-TZVPD RIJCOSX def2/J DEFGRID3
* xyz 0 1
O 1.93889 1.01308 0.84230
N 1.22657 1.33692 -0.06801
O 1.81093 1.80541 -1.20114
C -0.10081 1.32727 -0.10495
N -0.77314 1.76756 -1.21779
C -2.03263 1.61991 -0.89724
C -2.11682 1.07916 0.42990
N -0.91101 0.90399 0.90509
H 1.08811 1.95383 -1.85496
H -2.83050 1.88418 -1.56321
H -2.99043 0.83538 1.00013
C 0.70303 -2.18153 1.16764
C 0.99208 -2.24809 -0.29447
O 1.08096 -1.29738 -1.02466
H -0.35085 -2.42102 1.30960
H 0.88023 -1.18312 1.55655
H 1.29057 -2.91957 1.70787
H 1.09481 -3.27596 -0.69264
*
```

The energy above the lowest of the compared OMol25 structures with the same formula, charge and spin is 418.4 kJ/mol. The HOMO energy (spin up / spin down) comes out at -9.23 / -9.23 eV. For the lowest unoccupied orbital energy (spin up / spin down), the calculation gives -0.04475 / -0.04459 hartree. The orbital gap (spin up / spin down) is 8.0 / 8.0 eV. Its structure (SMILES) is [O-][N+](O)=C1N=CC=N1.CC=O. Its electronic energy is -584.57542 hartree.

Löwdin population analysis, charges in e, atoms 1 to 4: 0.127, -0.228, 0.121, -0.394

Here is one molecule with the formula C5H7N3O3 from the OMol25 dataset. Energies are from the ωB97M-V functional and the def2-TZVPD basis.

ORCA input file:
```
! wB97M-V def2-TZVPD RIJCOSX def2/J DEFGRID3
* xyz 0 1
C -3.18401 -1.16748 -0.58617
C -2.71225 0.27275 -0.78117
C -2.51945 -2.24381 -0.92629
C 2.11515 0.81251 0.61495
C 0.74407 0.23748 0.15956
N -1.58778 0.57307 -1.26259
N -0.54209 0.54820 -1.82224
N -1.50236 -2.47334 -1.76792
O -0.38611 -2.53394 -1.20007
O -1.73608 -2.66961 -2.95964
O 0.59554 0.43471 -1.25456
H -4.07282 -1.11435 0.00368
H -3.32644 1.04849 -0.45501
H 2.33287 0.38659 1.58770
H 2.82565 0.46259 -0.26467
H 2.28418 1.85040 0.74578
H -0.16795 0.51326 0.63384
H 0.88115 -0.91836 0.38153
*
```

The energy above the lowest of the compared OMol25 structures with the same formula, charge and spin is 1043.3 kJ/mol. The HOMO energy comes out at -8.24 eV. For the lowest unoccupied orbital energy, the calculation gives -0.02936 hartree. The orbital gap is 7.4 eV. Its electronic energy is -584.33741 hartree.

Löwdin population analysis, charges in e, atoms 1 to 4: -0.091, 0.006, -0.003, -0.058

Here is a 2-piece molecular cluster, C5H7N3O3S overall from the OMol25 dataset. Energies are from the ωB97M-V functional and the def2-TZVPD basis.

ORCA input file:
```
! wB97M-V def2-TZVPD RIJCOSX def2/J DEFGRID3
* xyz 0 1
H -0.22255 2.39330 -1.41151
N 0.73325 1.94811 -1.31632
C 0.85030 0.73442 -1.00301
O -0.07816 -0.33847 -0.46943
C -1.48475 -0.41972 -0.03249
O -2.46732 0.21532 -0.60571
O -1.64752 -1.23941 1.01805
C 2.07509 0.15205 -0.75063
N 2.35563 -0.77700 0.04012
C 3.53883 -0.94117 0.54183
C 4.40245 0.06235 0.19445
S 3.51120 1.17005 -0.80654
H -0.80473 -1.52482 1.28553
H 3.54931 -1.81781 1.14617
H 5.43462 0.25360 0.18973
N -4.93357 0.02276 0.71967
H -5.67796 -0.50923 0.39422
H -5.07677 1.00158 0.43748
H -4.05737 -0.38589 0.42840
*
```

The energy above the lowest of the compared OMol25 structures with the same formula, charge and spin is 227.7 kJ/mol. The HOMO energy comes out at -8.97 eV. For the lowest unoccupied orbital energy, the calculation gives -0.02388 hartree. The orbital gap is 8.3 eV. Its structure (SMILES) is [H]/N=C(\OC(=O)O)c1nccs1.N. Its electronic energy is -982.81451 hartree.

Löwdin population analysis, charges in e, atoms 1 to 4: 0.117, 0.182, -0.349, 0.004